1.
A molecular structure, C28H44Cl3MnN4O3SeSi, computed with wB97M-V/def2-TZVPD.

Computed properties:
**HOMO level (alpha / beta)**: -3.514 / -5.124 eV
**Expectation value of S²**: 8.761
**Energy above the lowest of the compared OMol25 structures with the same formula, charge and spin**: 0.0 kJ/mol
**Charge**: -1
**Spin multiplicity**: 6

Positions of all 85 atoms, in Å:
C  2.006049  -1.793572  -5.254697
C  1.233228  -0.721819  -4.542021
H  1.799178  -1.722914  -6.309062
H  1.693841  -2.784908  -4.951766
H  3.082417  -1.709974  -5.125551
C  0.685542  0.281843  -5.244147
C  0.608948  0.307014  -6.736790
H  0.344082  1.218729  -4.786349
H  0.041296  -0.536711  -7.146611
H  1.579460  0.349350  -7.245703
H  0.086250  1.204986  -7.059261
Mn  -0.410671  -2.610571  2.648258
Cl  1.736124  -2.440895  3.179230
Cl  -1.921232  -4.179682  2.235924
C  0.191101  0.990012  2.370314
O  -0.712987  0.366313  2.941370
N  0.054920  2.234158  1.859085
C  -1.255161  2.876537  1.908613
C  1.238860  3.047730  1.654151
H  1.198345  0.549276  2.220293
H  -1.986085  2.234413  1.394079
H  -1.166041  3.834511  1.388128
H  -1.570397  3.058606  2.955871
H  2.052042  2.390056  1.333207
H  1.537105  3.564728  2.584834
H  1.027547  3.784678  0.877451
H  -1.737489  -1.339543  -2.318167
H  -2.625704  0.593229  -4.443806
C  -2.806904  -1.152396  -2.214294
C  -3.450683  0.735811  -3.724542
N  -3.064834  0.263828  -2.390803
H  -3.122169  -1.473575  -1.229015
C  -2.909546  1.122374  -1.335300
O  -2.594005  0.789012  -0.212902
H  -3.706428  1.806589  -3.676867
H  -3.100220  2.198066  -1.617710
H  -3.334859  -1.674178  -3.009633
H  -4.315243  0.158402  -4.085949
O  0.450432  -1.647823  -2.182795
C  1.356356  -0.666792  -2.935635
C  -0.053836  1.336412  -2.521638
C  1.176683  0.705779  -2.395308
H  -0.893166  0.750246  -2.909912
C  -0.208368  2.710033  -2.288007
H  2.379361  -1.026556  -2.709678
C  2.266435  1.471159  -1.931153
H  -1.168480  3.195979  -2.467462
C  0.875932  3.478550  -1.824860
C  2.100882  2.825461  -1.624890
H  3.252888  1.010770  -1.844204
H  0.752149  4.554293  -1.630075
H  2.936442  3.407315  -1.212378
Si  0.432582  -3.152931  -1.476584
Cl  -0.328668  -1.596408  0.772237
C  -1.248827  -4.049897  -1.499732
C  1.228656  -4.293294  -0.105458
C  1.746527  -3.769113  -2.679246
H  -1.838281  -3.767777  -2.375942
H  -1.869389  -3.921022  -0.601731
H  -1.063934  -5.132048  -1.568381
H  1.303216  -3.560844  -3.659947
H  2.023175  -4.827920  -2.621888
H  2.606016  -3.116621  -2.521850
H  0.605225  -4.527820  0.769655
H  2.201558  -3.962026  0.299250
H  1.436997  -5.283441  -0.553646
C  -2.388848  0.304697  5.385690
N  -1.058676  0.045734  5.871177
C  -0.414990  -1.152676  5.748756
Se  -1.206754  -2.671143  5.043811
N  0.893395  -0.916203  6.104043
C  1.105053  0.461263  6.271093
C  2.291984  1.184351  6.271544
C  2.156448  2.594511  6.209039
C  0.886900  3.197117  6.077726
C  -0.288971  2.444927  5.995241
C  -0.135455  1.061250  6.127237
H  -2.791723  1.123791  5.975375
H  -2.971075  -0.599602  5.536311
H  -2.390311  0.569693  4.325793
H  1.636444  -1.614322  6.009231
H  3.228071  0.623465  6.327095
H  3.038809  3.229730  6.251701
H  0.836380  4.296102  6.028367
H  -1.290940  2.854116  5.852187

Atomic forces in eV per Å
-0.789 -0.229 -0.149
0.138 0.858 1.701
0.089 0.029 -0.469
0.276 0.098 -0.134
0.108 0.084 0.290
0.341 0.084 0.392
-0.215 0.195 -0.678
-0.010 -0.750 0.109
0.197 0.019 0.062
-0.016 -0.185 0.194
-0.121 0.095 -0.020
-0.237 -0.232 1.190
2.023 0.076 0.716
-1.083 -1.383 -0.153
-0.685 -0.897 0.576
1.012 1.055 -0.478
-0.189 0.000 0.133
0.119 -0.157 0.232
-0.142 -0.155 0.238
-0.306 0.102 0.137
0.220 0.226 0.273
-0.124 -0.107 0.059
0.062 -0.058 -0.423
-0.038 0.230 0.000
-0.047 -0.067 -0.276
0.186 -0.096 0.066
-0.013 -0.141 0.088
-0.196 0.078 0.155
0.313 0.198 -0.291
0.278 -0.113 0.536
-0.602 1.043 0.019
-0.053 -0.087 0.120
-0.205 -0.096 -0.432
-0.221 0.221 -0.356
0.072 -0.405 -0.048
0.013 -0.621 0.103
-0.122 -0.227 0.115
0.165 0.253 0.097
0.133 2.832 -1.231
-0.176 -2.651 0.154
-0.455 0.443 -0.206
0.325 0.995 0.138
0.422 0.304 0.335
0.505 0.030 0.316
-0.368 0.330 -0.149
-0.453 -0.078 -0.160
0.198 -0.189 0.072
-0.265 -0.754 -0.253
0.026 0.371 0.083
-0.288 0.085 0.077
0.143 -0.593 -0.069
-0.254 -0.355 -0.286
1.136 -2.498 1.076
0.015 1.425 -3.236
-0.137 0.453 -0.638
0.233 0.388 1.041
-0.869 -0.638 -1.081
-0.184 -0.080 -0.043
0.423 0.273 -0.131
0.243 0.260 -0.061
0.476 -0.435 0.296
0.066 0.320 0.036
0.197 -0.165 -0.132
-0.009 0.383 -0.172
-0.305 0.100 -0.129
-0.212 0.483 -0.258
-0.411 0.015 0.146
0.800 0.034 -0.118
0.383 0.493 0.084
-0.195 0.178 1.543
-0.279 -0.055 -0.030
0.445 -0.771 -0.648
-0.481 0.704 0.391
-0.173 -0.880 0.067
0.086 0.282 0.047
0.344 -0.500 0.462
-0.641 0.279 -0.696
-0.216 0.026 0.077
-0.137 0.065 -0.024
0.179 -0.106 0.107
-0.680 0.352 -0.278
-0.113 0.565 -0.082
-0.161 -0.168 -0.060
-0.003 -0.623 -0.032
0.491 0.132 -0.035

2.
A molecular structure, C28H44CuN6O2Si, computed with wB97M-V/def2-TZVPD.

Computed properties:
**HOMO level (alpha / beta)**: 2.352 / 1.145 eV
**Expectation value of S²**: 0.750
**Charge**: -2
**Spin multiplicity**: 2

Positions of all 82 atoms, in Å:
Cu  9.209282  6.205893  16.713806
C  9.496107  10.133789  18.986044
N  9.745368  10.007191  17.594739
C  10.604871  10.992016  17.015207
C  10.753691  10.424847  15.588998
N  9.934975  9.238746  15.526184
C  9.613326  8.669697  14.181840
C  9.332723  9.014642  16.779863
N  8.383045  8.027452  16.885646
C  7.517360  7.944058  18.048324
C  6.737492  6.665924  17.920528
N  7.774280  5.643929  17.907162
C  7.640435  4.363403  18.223868
N  6.441903  3.678885  18.397864
C  5.116509  3.985589  17.818506
C  6.700402  2.251038  18.763014
C  8.245170  2.230479  18.919423
N  8.666246  3.555054  18.474587
C  10.034415  3.937816  18.635516
H  8.470462  10.001424  19.251269
H  9.955447  11.125454  19.333960
H  10.017520  9.262939  19.512695
H  11.548475  11.123629  17.505304
H  10.073571  11.949406  17.041610
H  11.832946  10.124311  15.464108
H  10.500246  11.152948  14.779562
H  10.565511  8.626837  13.616837
H  8.903704  9.291595  13.585996
H  9.159726  7.672517  14.235701
H  6.910349  8.823236  18.051733
H  8.137947  7.901885  18.979715
H  6.152720  6.542705  17.017801
H  6.080513  6.446399  18.778564
H  5.020336  3.767614  16.746090
H  4.969933  5.086427  18.015814
H  4.373303  3.508022  18.403535
H  6.263728  1.613023  18.048692
H  6.208199  2.108460  19.721771
H  8.608385  1.464016  18.192984
H  8.541065  1.941611  19.960196
H  10.604812  3.139148  19.147629
H  10.101249  4.865687  19.239882
H  10.486733  4.138963  17.618351
C  5.267918  10.118766  14.332285
C  4.084735  9.403478  14.779258
C  3.458416  8.487993  13.971054
C  4.058548  8.210035  12.740894
C  5.086885  9.048778  12.193709
C  5.628454  9.980909  13.031983
Si  3.752442  6.459399  11.947328
C  2.392184  5.609973  12.932440
C  1.631809  4.613808  12.234283
C  0.924634  3.683487  12.946480
C  1.015343  3.578561  14.334262
C  1.778162  4.548046  15.024672
C  2.487772  5.559472  14.357555
H  5.757086  10.759323  15.062133
H  3.709754  9.642426  15.755024
H  2.568409  8.014313  14.336577
H  5.565315  8.865000  11.226945
H  6.449952  10.569986  12.661128
H  3.263133  6.521040  10.590673
H  1.587934  4.565867  11.161746
H  0.417406  2.915164  12.415401
H  0.519636  2.770560  14.837534
H  1.749444  4.549731  16.114744
H  3.104732  6.193797  14.968806
C  10.818958  5.124569  14.580624
O  10.417389  5.076175  15.893349
H  11.727853  4.477775  14.534318
H  10.959811  6.123221  14.149147
H  10.128009  4.537572  13.968071
C  6.789072  4.493950  13.992384
O  5.554052  5.126800  13.588351
C  5.371129  5.481027  12.300785
C  6.480794  5.267062  11.321924
H  6.872532  3.446453  13.562032
H  6.582028  4.399725  15.044031
H  7.666618  5.129513  13.852930
H  7.458916  5.240762  11.811518
H  6.500384  6.116680  10.613990
H  6.318363  4.410359  10.615869

Atomic forces in eV per Å
0.432 0.473 -0.747
1.826 -0.659 1.737
-0.438 -0.508 0.443
-1.092 0.038 -1.862
1.618 0.204 -0.747
-0.757 -0.360 0.099
0.027 0.503 0.730
-2.245 -1.591 -2.139
2.756 2.330 -0.311
1.096 0.398 0.263
0.081 -1.707 0.835
0.316 -2.838 1.169
-2.099 3.302 -0.885
-0.335 -1.292 0.097
1.740 2.370 0.230
0.545 2.872 1.282
-0.660 -0.965 -1.133
0.261 -2.074 1.014
1.240 0.893 -0.660
-0.756 0.525 0.171
-0.922 -1.433 -0.291
-0.281 1.213 -0.190
0.554 -0.245 0.519
0.153 0.159 -0.094
-0.741 0.386 -0.206
0.082 -0.426 0.596
-0.442 -0.145 0.306
0.372 -0.068 0.623
0.318 0.256 0.361
-0.828 0.568 0.338
-0.825 -0.093 -0.399
-0.253 0.727 -0.431
0.047 0.691 -0.017
0.032 -0.029 0.238
-0.175 -1.282 -0.702
-0.700 -0.806 0.440
-0.176 -1.000 -1.051
-0.101 -0.442 0.165
0.258 0.350 0.744
0.019 0.523 -0.792
-0.465 0.277 -0.215
0.029 -0.399 -0.281
-0.231 -0.114 0.999
-2.902 -0.923 2.163
2.097 1.645 -0.294
1.027 0.956 -0.163
-0.363 -0.576 -2.306
-1.406 -1.633 1.121
1.525 0.795 -0.784
3.120 -0.885 2.002
0.582 -0.662 0.080
0.283 1.431 1.625
0.363 -0.610 0.476
0.788 1.493 0.102
-0.728 -0.376 -0.162
-1.353 -1.656 -1.005
0.079 0.046 -0.400
-0.145 -0.051 0.515
-0.187 -0.270 -0.229
-0.439 -0.112 0.249
0.339 0.296 -0.101
-0.016 0.172 -0.992
0.220 0.269 -0.337
-0.606 -0.558 -0.432
-0.195 -0.128 0.332
0.291 -0.190 -0.100
0.182 0.239 -0.298
0.321 -1.595 0.604
0.258 0.046 0.229
0.305 0.757 -0.520
0.220 -0.041 -0.056
-0.435 0.286 -0.630
-2.070 -0.172 -0.313
1.369 -1.139 3.157
-2.863 1.932 -3.555
-0.707 0.327 -1.261
0.260 1.108 0.110
0.520 -0.233 0.650
0.058 -0.253 -0.137
0.010 -0.217 -0.357
0.274 -0.037 0.182
0.647 -0.062 0.590

3.
A molecular structure, C28H44FN3O4S4Ti, computed with wB97M-V/def2-TZVPD.

Computed properties:
**HOMO level (alpha / beta)**: -9.507 / -12.395 eV
**Expectation value of S²**: 2.039
**Energy above the lowest of the compared OMol25 structures with the same formula, charge and spin**: 0.0 kJ/mol
**Charge**: +2
**Spin multiplicity**: 3

Positions of all 85 atoms, in Å:
Ti  -1.750810  1.446911  -1.067867
C  -2.421724  2.500797  2.304018
C  -2.507294  3.880777  1.667229
S  -1.708215  3.945607  0.049480
C  -2.989182  4.725509  -0.958840
C  -4.323549  3.992971  -1.065078
S  -4.191172  2.282770  -1.642463
C  -5.156209  1.347609  -0.429465
C  -4.732867  1.521063  1.023272
S  -2.984531  1.129237  1.289232
H  -2.971744  2.489720  3.246309
H  -1.386318  2.243591  2.534976
H  -2.027070  4.607904  2.321975
H  -3.543026  4.197266  1.555845
H  -2.532043  4.844699  -1.942335
H  -3.166550  5.732610  -0.578152
H  -4.956245  4.535074  -1.768653
H  -4.853535  3.993886  -0.114602
H  -5.027948  0.314684  -0.757316
H  -6.211606  1.596273  -0.542551
H  -5.341296  0.861795  1.642706
H  -4.916434  2.535055  1.374617
C  0.639147  -5.349826  0.374269
C  1.510132  -4.314799  -0.316232
N  1.015730  -2.950749  -0.137090
C  0.127072  -2.462116  -1.066627
C  -0.318984  -1.187149  -0.993169
C  -1.365145  -0.677316  -1.937316
O  -1.214931  -0.570865  -3.139145
O  -2.491922  -0.286706  -1.326338
C  0.146058  -0.318063  0.017299
O  -0.266354  0.985518  -0.004799
C  0.960305  -0.819824  1.043046
C  1.398522  -0.044869  2.124528
C  2.202174  -0.603159  3.097587
F  2.654776  0.207329  4.083251
C  2.572235  -1.932240  3.088509
C  2.133686  -2.721097  2.005935
C  1.383438  -2.188592  0.975808
N  3.372635  -2.555304  4.091843
C  4.700673  -3.001654  3.695341
C  4.998689  -4.324811  4.416899
N  4.076795  -4.398644  5.611967
C  4.075438  -3.086930  6.348169
C  3.377103  -2.045154  5.453383
H  1.023448  -6.354569  0.198967
H  -0.382144  -5.308385  -0.005352
H  0.596064  -5.177716  1.450594
H  1.567351  -4.494311  -1.389423
H  2.537645  -4.350619  0.046817
H  -0.187075  -3.153376  -1.834881
H  1.155126  1.006608  2.179954
H  2.383455  -3.772477  2.009459
H  5.464867  -2.254113  3.944879
H  4.741004  -3.155190  2.620540
H  6.015228  -4.382352  4.800373
H  4.791701  -5.204436  3.810947
H  4.318222  -5.178226  6.221819
H  3.133364  -4.546449  5.245466
H  5.122346  -2.854313  6.532704
H  3.574477  -3.231483  7.301832
H  3.913218  -1.099746  5.565942
H  2.349256  -1.888070  5.777332
C  -3.488240  2.443777  -5.481467
C  -2.137295  2.207139  -6.134515
C  -1.077697  1.763630  -5.136602
S  -0.727353  3.079162  -3.960910
O  -1.084595  2.537345  -2.555052
C  1.056467  3.168791  -3.925204
C  1.785009  2.040455  -3.194753
C  1.959120  0.746113  -3.979566
H  -4.229221  2.763805  -6.212059
H  -3.442728  3.224696  -4.715166
H  -3.855034  1.533354  -5.004268
H  -1.802646  3.090653  -6.682887
H  -2.209494  1.407790  -6.875220
H  -0.132983  1.493460  -5.602755
H  -1.404316  0.919315  -4.522317
H  1.257906  4.139062  -3.470019
H  1.326470  3.241957  -4.983905
H  1.284005  1.850120  -2.243281
H  2.762185  2.449773  -2.930092
H  1.034202  0.174429  -4.047539
H  2.688991  0.109019  -3.481218
H  2.331762  0.936618  -4.988626

Atomic forces in eV per Å
-0.545 2.098 0.815
0.081 0.129 0.169
-0.087 -0.034 0.192
0.198 -0.006 -0.130
-0.116 0.077 -0.098
-0.045 0.194 0.024
0.006 -0.101 -0.133
-0.026 -0.033 0.042
-0.150 0.022 -0.019
-0.026 -0.245 -0.178
0.015 0.008 -0.004
0.001 0.006 -0.035
0.017 -0.010 -0.010
-0.003 -0.002 -0.017
0.010 -0.065 0.005
0.015 -0.013 0.015
0.001 -0.009 0.000
0.021 -0.002 0.019
0.025 -0.004 0.033
0.015 0.033 -0.010
0.046 -0.026 0.008
-0.010 0.011 -0.018
-0.048 -0.058 0.023
0.032 0.125 0.040
0.071 0.063 0.068
0.203 -0.057 0.141
-0.083 -0.161 -0.211
-0.412 -0.586 0.189
0.174 -0.311 -0.209
0.590 -0.500 -0.413
-0.473 0.739 -0.158
0.378 -1.003 0.176
0.323 -0.248 0.056
0.025 0.068 0.046
0.061 0.110 0.002
-0.030 0.003 0.014
-0.006 -0.073 0.092
0.002 0.002 0.036
-0.157 -0.011 -0.170
-0.031 -0.161 -0.155
0.118 0.117 0.011
-0.085 -0.110 0.282
-0.010 0.111 -0.133
0.031 -0.243 -0.043
0.011 0.045 0.030
0.012 0.005 0.001
0.009 -0.003 -0.020
0.002 0.000 -0.003
-0.078 -0.055 0.002
0.013 -0.011 -0.019
-0.004 0.026 -0.025
-0.028 -0.014 -0.021
0.031 0.005 0.036
-0.002 0.001 -0.007
-0.040 0.000 -0.001
0.025 -0.003 -0.060
0.005 0.030 -0.053
0.050 0.017 -0.001
-0.014 -0.001 0.035
-0.016 0.068 0.026
-0.019 0.053 0.002
-0.014 0.045 -0.024
-0.010 -0.007 -0.027
-0.128 0.027 0.038
0.051 -0.092 -0.103
0.081 -0.173 0.085
-0.271 0.080 0.286
-0.117 -0.001 -0.305
0.227 -0.079 -0.105
0.033 0.131 0.017
-0.032 -0.039 -0.013
0.008 -0.013 -0.022
0.044 -0.006 -0.016
0.011 -0.002 0.005
0.001 0.043 0.045
-0.064 0.025 -0.002
-0.008 0.001 -0.101
0.009 0.050 -0.119
0.020 -0.020 0.052
0.105 0.029 0.049
-0.010 -0.004 0.020
0.023 -0.020 -0.059
-0.038 0.015 -0.007
0.003 -0.004 0.016
0.005 0.010 0.014

no.,electronic energy (eV)
1,-183970.5489
2,-95294.6972
3,-111573.6295